# 1
3 unconnected molecules or ions with the total composition C23H44F3N3O6SSi, computed with the ωB97M-V functional and the def2-TZVPD basis.

```
81
Properties=species:S:1:pos:R:3:mulliken_charge:R:1
C 0.4293 4.2424 0.0152 -1.558
C 0.0244 2.7804 0.0460 0.070
C -0.1077 2.1801 -1.3477 -0.582
Si -1.1968 0.6745 -1.2923 0.136
C -1.0050 -0.3068 -2.9025 -0.274
C -0.1239 -1.5215 -2.7249 -0.282
O -0.4620 -2.4596 -2.0345 -0.599
N 1.0846 -1.4932 -3.4522 0.215
C 2.0015 -0.4692 -2.9315 -0.859
C 1.6925 -2.8204 -3.5546 -0.974
S -3.3728 1.2633 -1.2226 1.187
O -3.5654 2.6451 -0.8716 -0.611
O -4.1036 0.2358 -0.5246 -0.668
C -3.9924 1.1782 -2.9918 0.496
F -3.0470 1.6312 -3.8292 -0.227
F -4.3091 -0.0657 -3.3378 -0.209
F -5.0636 1.9493 -3.0948 -0.203
O -1.2159 2.5032 0.6609 -0.087
C -1.3740 2.9250 2.0095 -0.989
C -2.2407 1.9386 2.7300 0.674
C -1.7960 0.6502 2.9689 -0.036
C -2.5718 -0.2597 3.6470 -0.484
C -3.8312 0.1044 4.1053 -0.356
C -4.2859 1.3872 3.8581 -0.844
C -3.5065 2.2997 3.1826 -0.474
H 0.4839 4.6941 1.0028 0.406
H 1.4268 4.3055 -0.4228 0.413
H -0.2395 4.8085 -0.6326 0.376
H 0.8132 2.2173 0.5690 0.300
H -0.4979 2.9168 -2.0543 0.500
H 0.8817 1.8957 -1.7090 0.484
H -0.9039 -0.2374 -0.1783 -0.144
H -0.5632 0.3649 -3.6402 0.467
H -1.9574 -0.6344 -3.3101 0.345
H 1.8690 0.4756 -3.4585 0.276
H 3.0257 -0.7792 -3.1056 0.317
H 1.8821 -0.2979 -1.8567 0.295
H 2.6811 -2.7175 -3.9967 0.313
H 1.7925 -3.3213 -2.5904 0.357
H 1.0934 -3.4419 -4.2152 0.336
H -1.8421 3.9107 2.0301 0.295
H -0.3930 2.9778 2.4919 0.477
H -0.8149 0.3475 2.6235 0.385
H -2.2007 -1.2539 3.8535 0.381
H -4.4475 -0.5818 4.6648 0.211
H -5.2680 1.6760 4.2072 0.385
H -3.8908 3.2961 3.0121 0.335
C -3.6295 -2.8230 6.2995 -0.834
O -2.5902 -1.8704 6.4246 -0.157
C -2.1961 -1.5894 7.7537 -0.817
C -1.1817 -2.5755 8.3476 0.388
C -1.7897 -3.9044 8.7824 -1.406
N -0.0581 -2.8388 7.4458 -0.734
H -4.3590 -2.7247 7.1091 0.374
H -3.2476 -3.8465 6.2814 0.252
H -4.1324 -2.6404 5.3501 0.271
H -1.7249 -0.6039 7.7099 0.317
H -3.0807 -1.4984 8.3978 0.405
H -0.7754 -2.0923 9.2415 0.396
H -2.0258 -4.5381 7.9275 0.279
H -1.0825 -4.4513 9.4046 0.355
H -2.7040 -3.7517 9.3592 0.347
H 0.4216 -1.9683 7.2373 0.271
H -0.4367 -3.1431 6.5532 0.313
C 5.3281 0.4945 -4.4101 -0.816
O 4.1759 0.3891 -5.2248 -0.159
C 4.2526 1.0659 -6.4664 -0.842
C 4.9384 0.2728 -7.5863 0.367
C 6.4584 0.2365 -7.4736 -1.405
N 4.4364 -1.0981 -7.6965 -0.720
H 5.7998 1.4760 -4.5142 0.369
H 6.0626 -0.2822 -4.6359 0.263
H 5.0129 0.3703 -3.3737 0.258
H 3.2155 1.2443 -6.7619 0.329
H 4.7271 2.0466 -6.3314 0.408
H 4.6894 0.7864 -8.5199 0.407
H 6.7873 -0.4380 -6.6827 0.277
H 6.8919 -0.1231 -8.4057 0.353
H 6.8649 1.2289 -7.2694 0.348
H 3.4381 -1.0836 -7.8828 0.274
H 4.5216 -1.5399 -6.7854 0.298
```

Computed properties:
multiplicity = 1
E_HOMO = -9.0 eV
lowest unoccupied orbital energy = 0.380 eV
structure (SMILES) = C[C@H](C[Si@H](CC(=O)N(C)C)S(=O)(=O)C(F)(F)F)OCc1ccccc1.COC[C@@H](C)N.COC[C@@H](C)N

=====

# 2
3 unconnected molecules or ions with the total composition C23H44FN5O12P, computed with the ωB97M-V functional and the def2-TZVPD basis.

```
86
Properties=species:S:1:pos:R:3:mulliken_charge:R:1
C -3.7977 6.0120 0.0162 -0.809
N -3.0564 5.0922 0.9062 -0.411
C -1.7317 4.7070 0.4378 -0.928
C -1.7587 3.3078 -0.1889 -0.369
N -1.0275 2.2233 0.5546 -0.181
C -0.5456 1.3844 -0.3946 0.198
N 0.4473 0.5421 -0.2705 0.365
C 0.9127 -0.2843 -1.3879 -0.988
C 2.3658 0.0326 -1.7871 -0.532
C 2.5832 0.0528 -3.2959 -0.667
O 2.6985 -1.2574 -3.8262 -0.372
C 1.5473 -1.9596 -4.0526 0.677
C 0.4342 -1.3196 -4.8412 -0.729
O 1.4720 -3.0915 -3.6719 -0.532
C 1.1354 0.3638 1.0155 -0.818
C 2.2662 1.3415 1.2328 0.541
O 3.3289 1.0437 1.6236 -0.429
F 1.9214 2.6147 0.9824 -0.239
N -1.2167 1.5517 -1.6203 -0.052
C -1.2945 3.0832 -1.6544 0.813
C 0.1496 3.6305 -1.8447 -0.683
C 0.3863 4.6502 -2.9655 -1.377
C 0.6920 3.9418 -4.2671 0.455
N 1.4361 4.6891 -5.2211 -0.543
O 0.3708 2.7812 -4.4411 -0.495
P -2.5544 3.6171 -2.9677 0.191
O -2.4534 2.3262 -3.9341 -0.473
O -3.9519 3.3907 -2.1502 -0.460
H -4.0020 6.9608 0.5094 0.330
H -3.2495 6.2046 -0.9077 0.227
H -4.7541 5.5724 -0.2678 0.268
H -2.9687 5.5418 1.8048 0.319
H -1.0883 4.6615 1.3217 0.379
H -1.3090 5.4333 -0.2624 0.433
H -2.8077 3.0115 -0.1490 0.601
H -0.3049 2.5683 1.1797 0.407
H 0.8214 -1.3349 -1.1018 0.454
H 0.2576 -0.1399 -2.2416 0.413
H 3.0786 -0.6253 -1.2895 0.416
H 2.6028 1.0481 -1.4446 0.456
H 3.5298 0.5559 -3.4953 0.381
H 1.8074 0.6505 -3.7780 0.232
H 0.4421 -1.7067 -5.8590 0.365
H 0.4423 -0.2329 -4.8722 0.134
H -0.5034 -1.6431 -4.3873 0.279
H 1.5600 -0.6366 1.0393 0.028
H 0.4043 0.4759 1.8206 0.548
H -2.1759 1.2256 -1.4874 0.275
H 0.4663 4.0649 -0.8943 0.849
H 0.8233 2.7971 -2.0490 -0.431
H 1.2670 5.2528 -2.7362 0.406
H -0.4402 5.3516 -3.0847 0.508
H 2.0998 4.0549 -5.6547 0.328
H 0.8196 5.0472 -5.9442 0.309
H -1.8403 1.6411 -3.6282 0.475
H -3.9789 2.5987 -1.5938 0.416
C 0.4086 -4.0242 7.4573 -1.269
C -0.1362 -3.7961 6.0655 -0.042
O 0.0525 -2.4473 5.5962 -0.358
C 1.2744 -2.1683 5.1642 0.851
O 2.2098 -2.9202 5.1064 -0.557
O 1.2757 -0.9062 4.7116 -0.397
C 2.5417 -0.4642 4.2150 -0.557
H -0.0236 -3.3077 8.1563 0.313
H 0.1664 -5.0323 7.7907 0.389
H 1.4908 -3.9045 7.4809 0.329
H -1.2133 -3.9498 6.0610 0.395
H 0.3025 -4.4850 5.3442 0.180
H 2.9342 -1.1559 3.4722 0.288
H 3.2616 -0.3455 5.0225 0.429
H 2.3577 0.5017 3.7663 0.053
C 1.1202 -4.1805 1.5559 -0.829
C -0.1331 -4.6434 2.2699 -0.086
O -1.2083 -4.8985 1.3576 -0.436
C -1.1200 -6.0544 0.6902 0.747
O -0.2520 -6.8749 0.8186 -0.542
O -2.1651 -6.1388 -0.1274 -0.362
C -2.1781 -7.3124 -0.9502 -0.636
H 0.8961 -3.3140 0.9270 -0.011
H 1.8865 -3.9080 2.2837 0.349
H 1.5185 -4.9628 0.9126 0.410
H -0.4948 -3.8539 2.9287 0.252
H 0.0603 -5.5275 2.8765 0.317
H -2.0846 -8.2106 -0.3451 0.307
H -1.3713 -7.2695 -1.6795 0.291
H -3.1354 -7.3116 -1.4616 0.224
```

Computed properties:
multiplicity = 1
E_HOMO = -12.1 eV
total charge = +1
lowest unoccupied orbital energy = -3.321 eV

=====

# 3
A molecular structure, C23H44IrNP3S, computed with the ωB97M-V functional and the def2-TZVPD basis.

```
73
Properties=species:S:1:pos:R:3:lowdin_spin:R:1
Ir -0.7298 -0.5812 -0.3014 0.837
P -1.6753 -2.1095 -1.5902 0.178
P 0.6706 -1.7784 0.9497 0.194
P -1.0883 1.3709 -1.3455 0.231
H 3.5501 1.7087 1.1473 0.000
C 2.8554 2.5533 1.2266 0.002
C 2.0273 2.7012 2.2763 0.002
H 1.9889 1.9670 3.0894 0.000
C -0.6447 -2.7035 -2.9678 0.056
C -2.1631 -3.5906 -0.6367 0.036
C -3.2479 -1.4964 -2.2807 0.034
C 1.9014 -0.7003 1.7195 0.028
C -0.2232 -2.5507 2.3422 0.065
C 1.5838 -3.0824 0.0729 0.029
C 0.0835 2.6612 -0.8432 0.033
C -2.7397 1.9599 -0.8397 0.068
C -1.0842 1.3988 -3.1742 0.045
H 2.9325 3.3158 0.4417 0.000
H 1.4015 3.5938 2.3955 0.000
H -1.2905 -3.1565 -3.7328 0.009
H 0.0620 -3.4580 -2.5985 0.000
H -0.0706 -1.8759 -3.4091 0.015
H -2.8689 -4.1796 -1.2386 0.006
H -2.6554 -3.2758 0.2928 0.001
H -1.2889 -4.2068 -0.3907 0.000
H -3.7657 -2.3307 -2.7722 0.006
H -3.0821 -0.6929 -3.0073 0.000
H -3.8769 -1.1162 -1.4651 0.001
H 2.7169 -1.3127 2.1285 0.004
H 1.4278 -0.1219 2.5227 0.002
H 2.2997 0.0062 0.9834 0.004
H 0.0499 -3.6109 2.4186 0.007
H -1.3054 -2.4574 2.1894 0.009
H 0.0329 -2.0240 3.2705 0.004
H 2.4043 -3.4151 0.7231 0.005
H 2.0029 -2.6878 -0.8621 0.003
H 0.9291 -3.9352 -0.1471 0.000
H -0.3090 3.6411 -1.1472 0.005
H 1.0502 2.4900 -1.3338 0.004
H 0.2452 2.6499 0.2414 0.005
H -3.2819 2.3204 -1.7219 0.008
H -2.6270 2.7839 -0.1248 0.003
H -3.3034 1.1419 -0.3751 0.008
H -0.0730 1.6188 -3.5393 0.003
H -1.7709 2.1869 -3.5144 0.006
H -1.4029 0.4403 -3.6003 0.002
C 2.7534 0.9915 -3.3051 0.299
C 2.7728 0.9887 -4.7276 0.104
C 3.4827 1.9584 -5.4182 0.043
C 4.2089 2.9364 -4.7235 0.246
C 4.1964 2.9557 -3.3206 0.053
C 3.5181 1.9727 -2.6133 0.101
S 1.8542 -0.1674 -2.4727 1.075
H -1.8803 -0.6739 0.8302 0.077
H 2.2251 0.2048 -5.2423 0.004
H 3.4879 1.9596 -6.5090 0.000
H 4.7935 3.6714 -5.2771 0.009
H 4.7383 3.7358 -2.7788 0.001
H 3.5643 1.9202 -1.5266 0.004
N -2.2539 1.0287 2.8073 0.301
C -2.0094 0.3324 3.9531 0.157
C -0.8832 0.6472 4.7550 0.120
C -0.6026 -0.1220 5.8822 0.025
C -1.4431 -1.1841 6.2438 0.249
C -2.5792 -1.4761 5.4764 0.019
C -2.8703 -0.7267 4.3384 0.125
H -1.5700 1.6803 2.4415 0.011
H -2.9658 0.7167 2.1577 0.010
H -0.2501 1.4883 4.4596 0.003
H 0.2759 0.1141 6.4843 -0.002
H -1.2183 -1.7809 7.1293 0.010
H -3.2480 -2.2885 5.7661 -0.002
H -3.7446 -0.9435 3.7182 0.003
```

Computed properties:
multiplicity = 6
expectation value of S² = 8.806
E_HOMO (alpha / beta) = -18.4 / -20.1 eV
total charge = +4
lowest unoccupied orbital energy (alpha / beta) = -12.819 / -14.966 eV